Molecular formula: C26H44As2ClN2OTc
Method: DFT, ωB97M-V/def2-TZVPD

The spin multiplicity is 4. For the frontier orbital gap (alpha / beta), the calculation gives 6.7464 / 3.8844 eV. The calculation puts the energy at -169074.24092 eV. As for the expectation value of S²: 3.80. The molar mass comes out at 683.95 g/mol. The total charge is +3.

Positions of all 77 atoms, in Å:
Tc: -0.518 0.006 0.981
C: -0.307 -1.206 3.812
N: 0.046 -1.630 2.461
C: 1.465 -2.015 2.620
C: -0.764 -2.844 2.058
C: -0.761 -2.946 0.572
N: -1.362 -1.679 -0.031
C: -2.854 -1.712 0.118
C: -1.085 -1.817 -1.464
H: -0.208 -2.032 4.541
H: -1.359 -0.822 3.763
H: 0.270 -0.319 4.119
H: 1.395 -2.993 3.171
H: 1.964 -1.296 3.226
H: 1.934 -2.160 1.671
H: -1.754 -2.656 2.460
H: -0.359 -3.776 2.523
H: -1.286 -3.913 0.321
H: 0.217 -3.066 0.145
H: -3.239 -2.568 -0.440
H: -3.364 -0.815 -0.285
H: -3.085 -1.864 1.175
H: -1.239 -2.840 -1.811
H: -0.024 -1.536 -1.594
H: -1.705 -1.114 -1.996
C: -3.776 -0.153 2.984
As: -2.391 0.912 2.179
C: -2.162 1.964 3.893
C: -3.423 2.180 1.162
C: -4.583 2.781 1.584
C: -5.151 3.829 0.839
C: -4.515 4.306 -0.294
C: -3.328 3.632 -0.755
C: -2.776 2.610 -0.005
As: -1.049 1.876 -0.446
C: -0.961 1.795 -2.422
C: 0.319 3.309 -0.132
H: -4.009 0.358 3.907
H: -3.392 -1.105 3.307
H: -4.579 -0.266 2.251
H: -3.169 2.378 4.125
H: -1.520 2.795 3.698
H: -1.840 1.369 4.757
H: -4.957 2.521 2.582
H: -6.106 4.339 1.113
H: -4.875 5.191 -0.816
H: -2.912 4.008 -1.641
H: -0.170 2.398 -2.839
H: -1.929 2.091 -2.832
H: -0.772 0.761 -2.683
H: 0.320 3.463 0.936
H: 0.017 4.265 -0.645
H: 1.342 3.066 -0.505
Cl: 0.747 1.476 2.422
C: 5.300 -1.960 -5.097
C: 4.705 -1.314 -3.874
C: 4.594 -2.192 -2.765
C: 3.888 -1.748 -1.686
C: 3.702 -2.716 -0.586
C: 3.293 -0.394 -1.620
C: 2.251 -0.022 -0.694
O: 1.270 -0.725 -0.257
C: 3.610 0.480 -2.667
C: 3.417 1.926 -2.485
C: 4.278 0.020 -3.812
H: 5.933 -2.827 -4.785
H: 5.976 -1.331 -5.648
H: 4.534 -2.297 -5.821
H: 5.032 -3.203 -2.776
H: 4.020 -3.723 -0.970
H: 2.614 -2.769 -0.323
H: 4.325 -2.555 0.264
H: 2.271 1.006 -0.289
H: 2.404 2.188 -2.193
H: 3.622 2.490 -3.421
H: 4.019 2.395 -1.738
H: 4.524 0.733 -4.597

Löwdin atomic charge list, values in e, 6 entries: Tc 0.8091; C -0.1480; N -0.3721; C -0.0592; C -0.1511; C -0.1578